The following is a quantum chemistry calculation of a molecular structure, C11H17BIrN5O2S3, from the OMol25 dataset.

XYZ file:
```
40
Properties=species:S:1:pos:R:3
Ir -1.84 -1.04 -0.23
S -0.27 -2.12 0.84
S -1.49 -2.34 -2.00
S -4.00 -1.92 0.51
O -0.14 1.44 0.27
O 0.55 0.29 -1.58
N 0.59 -5.13 -3.24
N -2.18 0.27 1.46
N -4.85 -1.57 2.98
N -3.15 -0.19 2.37
N 2.25 -4.76 0.61
C -3.99 -1.19 2.05
C 1.40 3.32 0.30
C 0.22 -4.36 -2.47
C 2.90 0.82 -1.67
C 2.08 1.05 1.08
C 1.52 1.38 -1.41
C 1.16 2.44 -2.44
C 1.39 -4.12 0.20
C -0.23 -3.40 -1.52
C 0.32 -3.30 -0.27
C 1.27 1.83 0.06
B -0.42 0.45 -0.65
H 1.17 1.99 -3.43
H 1.89 3.26 -2.43
H 2.98 0.53 -2.72
H -2.43 1.20 1.12
H 3.66 1.59 -1.48
H 0.71 3.89 -0.31
H 1.72 1.29 2.08
H -5.50 -2.31 2.76
H 0.17 2.85 -2.26
H -4.88 -1.18 3.91
H 2.42 3.64 0.07
H 1.20 3.54 1.35
H 2.00 -0.03 0.93
H -3.18 0.26 3.27
H 3.12 -0.04 -1.05
H 3.13 1.33 1.03
H -1.27 0.34 1.90
```

Properties
**ΔE to the lowest compared entry with this formula, charge and spin**: 7.85 kJ/mol
**Kohn-Sham gap (spin up / spin down)**: 6.447 / 6.749 eV
**2S+1**: 2
**<S²>**: 0.7698
**Strongest force on any atom**: 1.46 eV Å⁻¹
**Total charge**: +1



The following is a quantum chemistry calculation of a molecular structure, C11H17BIrN8O2, from the OMol25 dataset.

XYZ file:
```
40
Properties=species:S:1:pos:R:3
Ir -0.49 0.77 -0.68
O -2.99 0.83 2.57
O -1.15 0.80 1.15
N -3.20 0.79 0.33
N -0.66 -1.20 -0.66
N -2.52 0.77 -0.87
N 0.91 0.86 -2.08
N 0.73 0.91 0.87
N 1.87 0.00 -1.77
N 0.55 -1.73 -0.58
N 1.72 0.04 0.70
C -0.87 -3.41 -0.64
C -2.09 0.85 3.68
C 1.27 1.46 -3.23
C 2.57 0.11 1.74
C 2.10 1.07 2.61
C 2.84 0.03 -2.70
C 2.48 0.96 -3.65
C -2.35 0.81 1.38
C 0.46 -3.07 -0.56
C 0.95 1.55 2.03
C -1.55 -2.21 -0.70
B 1.82 -0.87 -0.52
H -0.92 0.75 -2.35
H 2.79 -1.57 -0.45
H -2.80 1.62 -1.51
H 0.67 2.22 -3.73
H -1.47 -0.05 3.69
H 0.30 2.32 2.43
H -4.21 0.79 0.45
H -2.68 0.86 4.60
H -1.47 1.75 3.66
H -2.80 -0.10 -1.48
H -1.29 -4.41 -0.65
H 3.74 -0.57 -2.69
H 1.31 -3.75 -0.50
H 3.03 1.24 -4.54
H 3.46 -0.49 1.86
H -2.62 -2.09 -0.77
H 2.54 1.37 3.55
```

Properties
**ΔE to the lowest compared entry with this formula, charge and spin**: 0.00 kJ/mol
**Kohn-Sham gap (spin up / spin down)**: 5.558 / 6.710 eV
**2S+1**: 5
**<S²>**: 6.0100
**Strongest force on any atom**: 8.72 eV Å⁻¹
**Total charge**: +1



The following is a quantum chemistry calculation of a molecular structure, C11H17BN6O3ReS, from the OMol25 dataset.

XYZ file:
```
40
Properties=species:S:1:pos:R:3
Re 0.07 0.10 0.68
S 0.91 0.44 4.27
O -0.05 -0.60 2.25
O -0.20 1.35 4.52
O 1.02 -0.79 5.02
N -0.03 0.30 -2.59
N -2.00 -0.71 -1.39
N 0.69 -1.59 -0.38
N 0.51 0.96 -1.53
N 0.17 -1.98 -1.59
N -1.75 -0.15 -0.13
C 0.99 2.10 -3.37
C 1.48 -3.62 -0.86
C -0.12 2.15 1.16
C 2.48 1.35 4.32
C 0.64 -3.20 -1.89
C 0.26 0.97 -3.72
C -2.96 -0.01 0.51
C 1.50 -2.59 0.08
C -3.95 -0.48 -0.34
C -3.32 -0.91 -1.50
C 1.12 2.07 -1.97
B -0.81 -1.03 -2.34
H -3.71 -1.34 -2.41
H 3.29 0.64 4.11
H 2.00 -2.48 1.03
H 0.39 2.53 2.05
H 2.57 1.76 5.34
H 1.59 2.77 -1.30
H 1.40 1.20 0.98
H 0.09 2.81 0.31
H -0.07 0.59 -4.67
H -2.99 0.41 1.51
H -1.19 -1.51 -3.37
H 2.46 2.15 3.57
H -1.20 2.23 1.38
H 1.38 2.86 -4.02
H 2.02 -4.55 -0.80
H 0.33 -3.68 -2.81
H -5.00 -0.51 -0.12
```

Properties
**ΔE to the lowest compared entry with this formula, charge and spin**: 0.00 kJ/mol
**Kohn-Sham gap (spin up / spin down)**: 5.543 / 4.626 eV
**2S+1**: 4
**<S²>**: 3.8032
**Strongest force on any atom**: 2.87 eV Å⁻¹
**Total charge**: +2



The following is a quantum chemistry calculation of a molecular structure, C11H17Cl3N2O9P2PbSi, from the OMol25 dataset.

XYZ file:
```
46
Properties=species:S:1:pos:R:3
Pb 7.77 9.08 9.46
Cl 3.24 11.86 8.33
Cl 4.70 13.71 6.58
Cl 4.14 14.59 9.26
P 7.62 5.82 9.42
P 9.28 6.84 11.46
Si 10.67 10.98 8.56
O 8.37 7.11 12.61
O 6.05 12.11 10.31
O 6.41 6.37 10.34
O 7.33 4.66 8.60
O 7.23 13.24 8.65
O 10.79 6.21 11.85
O 9.63 8.08 10.48
O 8.74 5.54 10.62
O 8.18 7.04 8.66
N 8.01 8.75 6.60
N 9.28 10.08 8.00
C 10.79 12.61 7.67
C 9.25 9.55 4.32
C 9.02 9.63 6.72
C 10.56 11.40 10.40
C 9.72 10.10 5.55
C 7.86 7.99 5.50
C 3.71 13.44 7.98
C 6.62 12.71 9.52
C 8.44 8.42 4.33
C 7.02 6.78 5.73
C 12.14 9.72 8.49
H 10.73 10.58 11.12
H 9.51 11.81 10.58
H 9.50 10.01 3.38
H 7.23 5.87 5.16
H 10.43 10.92 5.52
H 12.79 9.67 7.66
H 11.02 5.56 11.14
H 11.34 12.19 10.49
H 12.74 9.89 9.39
H 10.80 12.56 6.58
H 7.23 6.40 6.77
H 11.80 13.07 7.88
H 10.05 13.33 8.08
H 5.93 7.02 5.63
H 11.69 8.71 8.61
H 6.54 6.49 11.30
H 8.23 7.81 3.44
```

Properties
**Kohn-Sham gap (spin up / spin down)**: 8.373 / 5.718 eV
**2S+1**: 1
**Strongest force on any atom**: 3.09 eV Å⁻¹
**Total charge**: 0



The following is a quantum chemistry calculation of 2 unconnected molecules or ions with the total composition C11H17ClN, from the OMol25 dataset.

XYZ file:
```
30
Properties=species:S:1:pos:R:3
Cl 0.15 2.50 0.76
N 1.85 0.00 0.80
C -2.31 0.51 -1.60
C -3.14 -0.50 0.94
C -4.00 -0.62 -0.14
C -2.01 0.25 0.80
C -0.25 1.39 -0.45
C -1.59 0.75 -0.43
C 1.08 -0.49 -0.36
C 1.74 -0.91 1.99
C 3.20 0.48 0.49
C 1.67 -0.59 -1.73
C -3.56 -0.06 -1.38
H -2.16 1.05 -2.45
H -4.96 -1.06 0.01
H 0.92 -0.55 2.68
H -1.21 0.26 1.66
H 3.71 0.96 1.25
H -3.40 -1.00 1.87
H 0.41 -1.18 -0.01
H 2.64 -0.98 2.49
H -4.19 -0.12 -2.28
H 2.13 0.38 -1.96
H 2.45 -1.43 -1.79
H 0.18 1.77 -1.35
H 0.88 -0.65 -2.36
H 1.44 0.90 1.15
H 1.46 -1.86 1.62
H 3.82 -0.23 0.15
H 3.04 1.04 -0.38
```

Properties
**ΔE to the lowest compared entry with this formula, charge and spin**: 111.51 kJ/mol
**Kohn-Sham gap (spin up / spin down)**: 8.055 / 8.055 eV
**2S+1**: 1
**Strongest force on any atom**: 4.94 eV Å⁻¹
**Total charge**: +1



The following is a quantum chemistry calculation of a molecular structure, C11H17F3O10SV, from the OMol25 dataset.

XYZ file:
```
43
Properties=species:S:1:pos:R:3
V 0.20 -0.02 -0.53
S 2.90 2.01 -1.59
F 1.58 4.19 -2.49
F 2.64 3.06 -4.01
F 3.75 4.32 -2.64
O -2.92 -2.44 0.95
O 0.68 -1.52 -2.32
O 1.58 1.41 -1.61
O 0.35 1.59 1.58
O 2.04 -0.70 0.42
O -1.05 -0.19 -2.42
O -0.83 1.86 -0.24
O -1.16 -1.06 0.80
O 3.32 2.64 -0.36
O 3.89 1.25 -2.31
C -2.16 -1.38 1.34
C -3.90 -2.73 1.92
C 2.71 -1.81 0.78
C -0.50 -1.42 -4.41
C -0.20 2.33 0.77
C -2.67 -0.84 2.65
C 2.70 3.48 -2.72
C 2.58 -2.19 2.27
C -4.08 -1.46 2.77
C -0.27 3.84 0.95
C -0.29 -1.05 -2.96
H 3.16 -1.50 2.88
H -2.76 0.25 2.64
H 0.56 4.30 0.42
H -1.48 -1.90 -4.54
H -4.81 -0.86 2.23
H 0.25 -2.09 -4.82
H -4.84 -3.11 1.52
H -1.20 4.17 0.49
H -0.29 4.13 2.00
H -2.02 -1.08 3.49
H 1.53 -2.26 2.55
H -4.33 -1.66 3.80
H -3.56 -3.56 2.57
H -0.53 -0.49 -4.99
H 3.81 -1.62 0.62
H 2.55 -2.73 0.16
H 3.05 -3.18 2.42
```

Properties
**Kohn-Sham gap (spin up / spin down)**: 3.695 / 5.106 eV
**2S+1**: 4
**<S²>**: 3.7544
**Strongest force on any atom**: 1.63 eV Å⁻¹
**Total charge**: -2



The following is a quantum chemistry calculation of a molecular structure, C11H17FGaO4S, from the OMol25 dataset.

XYZ file:
```
35
Properties=species:S:1:pos:R:3
Ga -3.58 -0.59 -0.75
S -4.52 0.38 1.15
F -3.51 1.52 1.82
O -5.87 0.87 0.87
O -3.82 0.40 -2.33
O -0.74 0.00 -0.13
O -4.64 -0.71 2.15
C 3.04 0.38 0.25
C 0.58 -0.36 0.00
C 2.91 -3.59 0.38
C 0.88 2.75 -1.42
C -1.63 -1.11 -0.44
C 1.26 2.24 0.03
C 3.52 -1.01 0.35
C 1.61 0.71 0.08
C 1.08 -1.74 0.11
C 2.52 -2.07 0.27
C 0.16 2.61 1.13
H 0.34 3.64 1.55
H 2.43 -4.16 -0.47
H -0.01 3.44 -1.36
H 3.79 1.20 0.33
H -0.85 2.56 0.66
H 0.39 -2.61 0.09
H 4.03 -3.72 0.33
H -1.60 -1.80 0.46
H 1.72 3.40 -1.81
H -4.38 -1.98 -0.97
H -4.20 -0.22 -2.97
H 2.56 -4.06 1.33
H 0.30 1.87 1.97
H 4.58 -1.31 0.48
H 0.66 1.93 -2.16
H -1.18 -1.68 -1.31
H 2.18 2.82 0.34
```

Properties
**Kohn-Sham gap**: 8.514 eV
**2S+1**: 1
**Strongest force on any atom**: 3.67 eV Å⁻¹
**Total charge**: -1



The following is a quantum chemistry calculation of a molecular structure, C11H17IN2PbS2, from the OMol25 dataset.

XYZ file:
```
34
Properties=species:S:1:pos:R:3
Pb 0.40 -0.07 -3.15
I -1.04 -3.15 -2.07
S 2.35 2.74 2.54
S -2.20 -1.52 3.95
N -1.14 -0.76 1.71
N 1.10 0.97 1.12
C -1.03 0.18 -1.39
C 2.78 2.19 -0.22
C -0.96 -0.33 3.99
C 1.14 1.78 3.30
C -2.90 -2.49 1.36
C 0.56 0.89 2.39
C 0.81 -2.89 -3.17
C 2.02 1.87 1.02
C -0.49 -0.05 2.71
C -2.05 -1.57 2.17
C 0.32 2.08 -3.43
H 0.62 -2.50 -4.17
H 2.60 3.24 -0.50
H 2.47 1.53 -1.05
H 3.86 2.05 -0.03
H -0.58 2.50 -2.96
H -0.59 0.14 4.89
H -0.77 -0.35 -0.47
H 1.20 2.62 -3.05
H -1.01 1.27 -1.19
H -3.17 -2.00 0.42
H 0.26 2.23 -4.52
H 1.54 -2.31 -2.60
H -3.80 -2.73 1.94
H -2.34 -3.41 1.15
H 1.21 -3.90 -3.30
H 0.85 1.86 4.33
H -2.04 -0.11 -1.70
```

Properties
**ΔE to the lowest compared entry with this formula, charge and spin**: 31.65 kJ/mol
**Kohn-Sham gap**: 6.978 eV
**2S+1**: 1
**Strongest force on any atom**: 2.58 eV Å⁻¹
**Total charge**: 0